Formula: C26H18BrCl5NO9PS2W
Source: OMol25
Level of theory: ωB97M-V/def2-TZVPD

Calculated values
- Energy above the lowest of the compared OMol25 structures with the same formula, charge and spin: 272.9 kJ/mol
- Kohn-Sham gap: 5.23 eV

```
! wB97M-V def2-TZVPD RIJCOSX def2/J DEFGRID3
* xyz 2 1
W 0.3990 0.1770 0.0329
Cl 3.6497 -3.7484 -5.2448
C 2.7950 -2.6955 -4.2138
C 3.3793 -2.2705 -3.0212
Cl 4.9268 -2.8143 -2.5483
C 2.6881 -1.3969 -2.2090
Cl 3.3275 -0.9330 -0.6813
C 1.4188 -0.9400 -2.5633
O 0.8174 -0.0184 -1.7421
C 0.8164 -1.3941 -3.7223
Cl -0.7714 -0.8850 -4.1306
C 1.5112 -2.2707 -4.5534
Cl 0.7775 -2.8177 -5.9911
Br 2.3578 2.1752 -2.9910
C 2.9562 2.1713 -1.2056
C 4.2369 2.6344 -0.9776
C 4.6958 2.7634 0.3220
C 3.8255 2.5139 1.3711
C 2.5763 2.0570 1.0615
N 2.1513 1.7995 -0.1930
C 1.4696 1.9783 2.0603
O 1.5643 2.2533 3.2065
O 0.3319 1.6612 1.4045
H 4.8532 2.9077 -1.8218
H 5.7052 3.1090 0.5113
H 4.0848 2.6900 2.4061
O 0.6391 -1.8951 -0.1261
S -0.7921 -2.3426 -0.3749
O -0.9906 -3.3283 -1.3653
O -1.3664 -0.9772 -0.7151
C -1.1049 -3.0759 1.2097
C -1.8418 -4.2325 1.2421
C -1.8254 -5.0091 2.4016
C -1.0495 -4.6484 3.4864
C -0.3070 -3.4655 3.4701
C -0.3301 -2.6895 2.3365
S 0.2055 -1.0084 2.4729
O -0.8381 -0.4224 1.5219
O 0.1971 -0.6074 3.8222
O 1.4556 -0.5671 1.6984
H -2.3983 -4.5486 0.3667
H -2.4141 -5.9171 2.4374
H -1.0311 -5.2710 4.3699
H 0.2502 -3.1376 4.3403
C -1.9896 1.7527 -2.3594
P -1.2178 1.9791 -0.7605
C -0.5887 3.6584 -0.6992
C -2.5630 1.9109 0.4363
C -3.6553 1.0717 0.1998
C -4.6738 0.9856 1.1356
C -4.6018 1.7243 2.3114
C -3.5182 2.5629 2.5457
C -2.5004 2.6597 1.6119
H -2.3844 0.7470 -2.4644
H -1.2623 1.9270 -3.1515
H -2.7968 2.4827 -2.4194
H -1.4681 4.3019 -0.7253
H 0.0423 3.8523 -1.5636
H -0.0269 3.8415 0.2121
H -3.7267 0.4934 -0.7126
H -5.5295 0.3488 0.9416
H -5.4019 1.6610 3.0389
H -3.4665 3.1483 3.4566
H -1.6723 3.3277 1.8054
*
```

Atomic partial charges in e from the Mulliken method, atoms 1 to 5:
1 W 1.9538
2 Cl -0.1312
3 C 0.3675
4 C 0.1330
5 Cl -0.1495



Formula: C26H18Cl3I2N4O4S4Ti
Source: OMol25
Level of theory: ωB97M-V/def2-TZVPD

Calculated values
- Energy above the lowest of the compared OMol25 structures with the same formula, charge and spin: 0.0 kJ/mol
- Kohn-Sham gap: 5.84 eV

```
! wB97M-V def2-TZVPD RIJCOSX def2/J DEFGRID3
* xyz 1 1
Ti -0.5866 1.5691 0.1349
I 0.1231 5.5741 2.3606
C -0.6146 4.0800 3.6562
I 0.0502 2.1084 3.2914
H -1.6947 4.0693 3.6004
H -0.2686 4.3208 4.6528
O -0.5291 -0.1904 1.2091
S -0.1809 -1.1268 0.0681
O 1.1137 -1.7124 0.0858
N -0.3939 0.0041 -1.0353
C -0.5769 0.0216 -2.4276
C -0.7001 -1.0141 -3.3028
C -0.8962 -0.7386 -4.6812
C -0.9565 0.5412 -5.1479
C -0.8601 1.6293 -4.2407
C -0.9177 2.9932 -4.6076
C -0.8620 3.9582 -3.6425
C -0.7713 3.5798 -2.2932
N -0.7062 2.3192 -1.9182
C -0.7108 1.3477 -2.8836
C -1.3462 -2.4028 -0.0194
C -2.6790 -2.1741 0.3162
C -3.5655 -3.2327 0.2434
C -3.1184 -4.4881 -0.1537
C -1.7844 -4.7023 -0.4759
C -0.8776 -3.6574 -0.4093
H -0.6291 -2.0390 -2.9611
H -0.9883 -1.5679 -5.3689
H -1.0931 0.7406 -6.2028
H -0.9993 3.2622 -5.6537
H -0.9020 5.0090 -3.8903
H -0.7580 4.3252 -1.5082
H -3.0072 -1.2012 0.6485
H -4.6048 -3.0816 0.5021
H -3.8169 -5.3135 -0.1978
H -1.4460 -5.6863 -0.7707
H 0.1685 -3.8029 -0.6394
S 4.8537 -2.0245 -0.6103
C 3.9468 -0.7698 -0.0836
S 3.2834 0.4430 -1.1417
C 2.4762 1.1812 0.1943
N 2.7015 0.6285 1.3300
N 3.5381 -0.4391 1.1881
C 3.7742 -1.2163 2.3746
C 5.0335 -1.7245 2.6387
C 5.2356 -2.4411 3.8104
C 4.1957 -2.6401 4.7059
C 2.9374 -2.1224 4.4260
C 2.7222 -1.4107 3.2576
S 1.5020 2.6395 0.0335
H 5.8449 -1.5649 1.9436
H 6.2198 -2.8364 4.0242
H 4.3643 -3.1943 5.6197
H 2.1197 -2.2741 5.1185
H 1.7459 -1.0103 3.0231
Cl -5.5235 2.5517 0.3091
C -3.8691 2.0897 0.3641
Cl -3.4685 1.2409 1.8751
Cl -3.4432 0.9889 -1.0080
C -2.9004 3.2995 0.1327
O -3.2516 4.3015 -0.3846
O -1.6521 2.9833 0.5211
*
```

Atomic partial charges in e from the Mulliken method, atoms 1 to 5:
1 Ti -0.0777
2 I 0.0962
3 C -0.9032
4 I 0.2486
5 H 0.3657



Formula: C26H18Cl5N5Ni
Source: OMol25
Level of theory: ωB97M-V/def2-TZVPD

Calculated values
- Kohn-Sham gap (spin up / spin down): 7.06 / 7.07 eV

```
! wB97M-V def2-TZVPD RIJCOSX def2/J DEFGRID3
* xyz 0 1
Ni 0.4446 -0.1146 -0.4026
C 0.2468 -4.5308 4.1803
C -0.0794 -3.2487 3.4800
C -1.3803 -2.9645 3.0787
C -1.6758 -1.8328 2.3522
C -0.6678 -0.9346 1.9745
N -0.9027 0.0677 1.0663
C -1.7908 1.0472 1.2654
C -2.2630 1.3587 2.5645
C -2.9763 2.5000 2.8179
C -3.2540 3.4139 1.8001
C -3.9451 4.7060 2.1063
C -2.8766 3.0841 0.5051
C -2.2078 1.9064 0.2060
N -1.9876 1.5592 -1.1337
C -2.7283 1.9825 -2.1860
C -2.2671 1.3379 -3.3068
C -1.2252 0.5279 -2.8510
N -1.0702 0.6702 -1.5444
C 0.6372 -1.1823 2.4634
C 0.9184 -2.3289 3.1842
N 1.6515 -0.2353 2.2288
C 2.5600 0.1995 3.1242
C 3.3012 1.1820 2.5091
C 2.7708 1.2780 1.2189
N 1.7721 0.4233 1.0730
H -0.6577 -5.1046 4.3727
H 0.7644 -4.3452 5.1215
H 0.9011 -5.1368 3.5531
H -2.1720 -3.6583 3.3186
H -2.6848 -1.6482 2.0139
H -2.0002 0.6852 3.3689
H -3.3137 2.7177 3.8207
H -4.1381 4.7883 3.1730
H -4.8972 4.7757 1.5821
H -3.3346 5.5544 1.7987
H -3.1051 3.7739 -0.2913
H -3.5367 2.6748 -2.0835
H -2.6231 1.4342 -4.3105
H -0.5974 -0.1386 -3.4107
H 1.9346 -2.5107 3.5011
H 2.6191 -0.2073 4.1120
H 4.1030 1.7545 2.9278
H 3.0643 1.9213 0.4113
Cl 3.0830 1.6506 -2.8087
C 2.8302 -0.0448 -2.6438
C 1.8439 -0.4998 -1.7781
C 1.7309 -1.8847 -1.6776
Cl 0.5101 -2.4328 -0.5852
C 2.5247 -2.7892 -2.3626
Cl 2.3303 -4.4873 -2.1454
C 3.4907 -2.2871 -3.2319
Cl 4.5003 -3.3672 -4.1131
C 3.6368 -0.9108 -3.3814
Cl 4.8147 -0.2995 -4.4800
*
```

Atomic partial charges in e from the Mulliken method, atoms 1 to 5:
1 Ni -0.4760
2 C -1.4861
3 C 0.7285
4 C -1.0371
5 C -0.3722



Formula: C26H18ClN3O8ReS
Source: OMol25
Level of theory: ωB97M-V/def2-TZVPD

Calculated values
- ⟨S²⟩: 3.768
- Kohn-Sham gap (spin up / spin down): 7.77 / 6.98 eV

```
! wB97M-V def2-TZVPD RIJCOSX def2/J DEFGRID3
* xyz 2 4
Re -0.1898 0.0709 0.2886
O -0.2793 3.7850 4.6613
C -0.4181 2.5408 5.0970
O -0.7274 2.2748 6.2178
C -0.1485 1.4285 4.1130
C -0.1504 0.0575 4.4340
Cl -0.4987 -0.6368 5.9138
N 0.1154 -0.6616 3.3132
N 0.2428 0.1968 2.2720
C 0.0762 1.4451 2.7565
C 0.0377 2.5017 1.7122
O 0.0885 3.6752 1.8961
O -0.0707 1.9523 0.4635
C 0.3029 -2.0739 3.0973
C 0.7286 -2.9095 4.1191
C 0.8472 -4.2724 3.8802
C 0.5612 -4.8078 2.6363
C 0.1925 -3.9650 1.5967
C 0.0689 -2.6105 1.8361
H -0.0599 3.8626 3.7173
H 0.9823 -2.5247 5.0912
H 1.1728 -4.9144 4.6867
H 0.6453 -5.8724 2.4683
H 0.0034 -4.3524 0.6059
H -0.1496 -1.9990 0.9512
C 3.9744 -0.3884 -0.9592
C 2.5416 -0.7468 -0.8662
O 1.7623 0.1057 -0.3594
C 2.0284 -2.0399 -1.2973
C 2.8311 -3.1785 -1.2044
C 2.3116 -4.4161 -1.5532
C 1.0101 -4.5164 -2.0256
C 0.2164 -3.3795 -2.1627
C 0.7216 -2.1436 -1.7978
H 4.1058 0.6801 -0.8155
H 4.3982 -0.7151 -1.9078
H 4.5125 -0.9152 -0.1634
H 3.8474 -3.1060 -0.8407
H 2.9289 -5.2999 -1.4703
H 0.6185 -5.4819 -2.3180
H -0.7724 -3.4555 -2.5938
H 0.1514 -1.2589 -2.0606
O -1.5463 0.1926 -1.3903
C -2.5380 0.0590 -0.5933
N -2.1338 -0.1678 0.6639
S -3.4032 -0.3040 1.7816
O -3.4302 -1.6471 2.2478
O -3.2769 0.7882 2.6874
C -4.5931 -0.0217 0.4963
C -5.9571 0.0393 0.6467
C -6.7086 0.2750 -0.5071
C -6.1098 0.4407 -1.7510
C -4.7287 0.3782 -1.8913
C -3.9776 0.1393 -0.7511
H -6.4338 -0.0804 1.6097
H -7.7857 0.3357 -0.4264
H -6.7279 0.6254 -2.6182
H -4.2518 0.5144 -2.8521
*
```

Atomic partial charges in e from the Mulliken method, atoms 1 to 5:
1 Re 1.6130
2 O -0.4939
3 C 0.4254
4 O -0.5030
5 C 0.0131



Formula: C26H18N2O4ReS4
Source: OMol25
Level of theory: ωB97M-V/def2-TZVPD

Calculated values
- ⟨S²⟩: 0.794
- Kohn-Sham gap (spin up / spin down): 5.21 / 5.26 eV

```
! wB97M-V def2-TZVPD RIJCOSX def2/J DEFGRID3
* xyz 0 2
Re 0.4552 -0.2453 -0.0197
S 0.0853 2.0249 -0.1676
C 0.2690 2.4236 -1.8910
C 0.2790 3.7581 -2.2797
C 0.4352 4.0933 -3.6161
C 0.5848 3.1017 -4.5754
C 0.5645 1.7667 -4.1984
C 0.3953 1.4362 -2.8635
S 0.2805 -0.2871 -2.3938
C -1.5626 -0.4357 -2.4423
C -2.0786 -1.2905 -1.3312
C -3.2053 -2.0753 -1.4751
C -3.7024 -2.7462 -0.3687
C -3.0390 -2.6411 0.8395
C -1.8864 -1.8789 0.9131
C -1.0633 -1.8150 2.1605
S -0.2503 -0.1872 2.3045
C -1.7213 0.7931 2.7161
C -2.0385 0.5631 4.0621
C -3.1588 1.0995 4.6579
C -3.9763 1.9263 3.9017
C -3.6420 2.2103 2.5976
C -2.5172 1.6631 1.9490
S -2.3738 2.2582 0.2917
N -1.4292 -1.1983 -0.1557
H 0.1730 4.5266 -1.5254
H 0.4513 5.1348 -3.9070
H 0.7206 3.3639 -5.6153
H 0.6882 0.9821 -4.9337
H -1.8691 -0.8064 -3.4179
H -1.9380 0.5788 -2.2999
H -3.6955 -2.1399 -2.4356
H -4.5971 -3.3478 -0.4507
H -3.3917 -3.1577 1.7204
H -0.2363 -2.5241 2.0775
H -1.6494 -2.0293 3.0515
H -1.3713 -0.0583 4.6477
H -3.3759 0.8946 5.6968
H -4.8588 2.3759 4.3375
H -4.2548 2.8946 2.0273
O 7.4208 -1.2574 0.1072
C 6.9377 -0.1201 0.0555
O 7.4431 1.0073 -0.0410
C 5.3718 -0.1002 0.0634
C 4.6801 1.1036 0.0926
C 3.3031 1.1078 0.1006
N 2.5801 -0.0241 0.0757
C 3.2507 -1.1996 0.0542
C 4.6253 -1.2729 0.0482
C 2.3959 -2.4425 0.0596
O 2.8622 -3.5505 0.0215
O 1.0972 -2.1906 0.1213
H 5.2492 2.0229 0.1036
H 2.7416 2.0309 0.1246
H 5.1200 -2.2341 0.0353
*
```

Atomic partial charges in e from the Mulliken method, atoms 1 to 5:
1 Re 0.9974
2 S -0.3244
3 C 0.6586
4 C -0.7340
5 C -0.6167



Formula: C26H19ClN4O2PdS2
Source: OMol25
Level of theory: ωB97M-V/def2-TZVPD

Calculated values
- Energy above the lowest of the compared OMol25 structures with the same formula, charge and spin: 144.1 kJ/mol
- Kohn-Sham gap (spin up / spin down): 5.50 / 5.50 eV

```
! wB97M-V def2-TZVPD RIJCOSX def2/J DEFGRID3
* xyz 0 1
Pd -0.6085 0.6152 -0.3949
O -4.0592 1.3244 1.2913
C -3.0667 0.6693 1.0481
O -2.5713 0.5454 -0.1549
C -2.3919 -0.1616 2.1085
C -2.7802 0.0433 3.4248
C -2.2395 -0.7040 4.4576
C -1.2894 -1.6730 4.1706
C -0.8722 -1.8771 2.8660
C -1.4260 -1.1369 1.8174
S -0.8277 -1.5772 0.2062
H -3.5236 0.8071 3.6101
H -2.5498 -0.5278 5.4790
H -0.8518 -2.2642 4.9653
H -0.1178 -2.6229 2.6560
C 3.5323 1.5305 -1.2037
C 2.2103 1.5791 -0.8131
N 1.4168 0.5017 -0.8842
C 1.9260 -0.6498 -1.3226
C 3.2561 -0.7955 -1.6943
C 4.0622 0.3330 -1.6576
C 3.7635 -2.1133 -2.1290
C 3.6279 -3.2667 -1.4780
C 3.0706 -3.4724 -0.1267
C 2.6228 -4.7303 0.2548
C 2.1021 -4.8552 1.5303
N 2.0379 -3.8317 2.3757
C 2.5142 -2.6749 1.9211
N 3.0300 -2.4427 0.7230
H 4.1329 2.4266 -1.1396
H 1.7699 2.4920 -0.4357
H 1.2568 -1.4970 -1.3599
H 5.1013 0.2692 -1.9564
H 4.2669 -2.1338 -3.0904
H 3.9737 -4.1689 -1.9707
H 2.6672 -5.5741 -0.4204
H 1.7213 -5.8057 1.8872
H 2.4728 -1.8317 2.6019
Cl -5.4169 4.9282 -1.4649
C -4.0969 3.8761 -1.7888
C -4.3678 2.5872 -2.2590
C -3.3243 1.7358 -2.4951
C -1.9968 2.1636 -2.2824
C -0.9012 1.2805 -2.4347
C -1.7552 3.4753 -1.8341
C -2.8027 4.3309 -1.5768
H -5.3923 2.2708 -2.3875
H -3.5110 0.7164 -2.8034
H 0.0749 1.7485 -2.5120
H -1.0255 0.3622 -2.9957
H -0.7419 3.8159 -1.6557
H -2.6230 5.3291 -1.2044
S 0.5447 4.9349 0.5291
C 0.1375 3.4044 0.8789
N -0.1619 2.2920 1.1237
*
```

Atomic partial charges in e from the Mulliken method, atoms 1 to 5:
1 Pd 0.1310
2 O -0.6752
3 C 0.6952
4 O -0.4402
5 C 0.6002



Formula: C26H19ClN6O3STl
Source: OMol25
Level of theory: ωB97M-V/def2-TZVPD

Calculated values
- Energy above the lowest of the compared OMol25 structures with the same formula, charge and spin: 504.3 kJ/mol
- Kohn-Sham gap (spin up / spin down): 7.14 / 5.25 eV

```
! wB97M-V def2-TZVPD RIJCOSX def2/J DEFGRID3
* xyz 1 1
Tl 2.2118 -0.4150 -3.8055
Cl 7.5052 -0.2952 2.2699
C 6.3893 -0.5916 1.0171
C 6.8634 -0.8385 -0.2862
C 5.9705 -1.0682 -1.2843
C 4.5431 -1.0622 -1.0420
O 3.7444 -1.2150 -1.9824
C 4.0890 -0.8388 0.3283
C 2.6753 -0.8501 0.7192
N 1.7378 -1.3261 0.0105
C 0.4378 -1.2934 0.5640
C 0.1863 -1.5344 1.9128
C -1.0923 -1.3789 2.4182
C -2.1214 -0.9636 1.5881
C -1.8891 -0.7674 0.2337
C -3.0081 -0.3050 -0.6299
C -2.6796 0.1925 -1.9897
C -1.3022 0.1123 -2.5140
N -0.0130 0.6439 -2.0601
C -0.6180 -0.9915 -0.2964
C 5.0174 -0.5879 1.3062
H 7.9292 -0.8328 -0.4679
H 6.2879 -1.2484 -2.3025
H 2.4905 -0.4131 1.7078
H 0.9893 -1.8570 2.5628
H -1.2838 -1.5693 3.4660
H -3.1126 -0.7923 1.9898
H -3.8556 0.1222 -0.1099
H -3.3347 0.9270 -2.4414
H -1.2861 -0.0220 -3.5913
H 4.7054 -0.3937 2.3248
N -3.6071 2.1074 3.7926
C -2.9005 2.3600 2.6428
C -1.4966 2.3404 2.6534
C -0.7889 2.5395 1.4911
C -1.4654 2.7468 0.2889
C -2.8530 2.7849 0.2661
C -3.5664 2.5974 1.4336
S -0.5471 2.9756 -1.1769
O 0.4315 3.9990 -0.9951
O -1.4474 2.9825 -2.2971
N 0.3608 1.5411 -1.1673
C -0.3426 -0.7384 -1.7513
N 0.3140 -1.7268 -2.5545
C -0.4263 -2.7175 -2.8790
C -1.7773 -3.0560 -2.4375
C -2.8506 -2.4107 -1.9328
N -3.3309 -1.1036 -1.8280
H -3.1236 2.2074 4.6688
H -4.5734 2.3855 3.8192
H -0.9707 2.1710 3.5849
H 0.2935 2.5376 1.5091
H -3.3686 2.9727 -0.6669
H -4.6489 2.6426 1.4178
H 0.0409 -3.4754 -3.5049
H -1.9242 -4.1310 -2.4612
H -3.6080 -3.0784 -1.5317
*
```

Atomic partial charges in e from the Mulliken method, atoms 1 to 5:
1 Tl 0.9085
2 Cl -0.1433
3 C 0.3683
4 C -0.6227
5 C -0.4635



Formula: C26H19CoF12N2O2
Source: OMol25
Level of theory: ωB97M-V/def2-TZVPD

Calculated values
- ⟨S²⟩: 3.762
- Kohn-Sham gap (spin up / spin down): 6.13 / 6.22 eV

```
! wB97M-V def2-TZVPD RIJCOSX def2/J DEFGRID3
* xyz -1 4
Co -1.3990 0.1796 0.1572
C 2.6342 2.9269 -4.8148
C 1.8760 2.1075 -3.8035
C 2.0811 0.7303 -3.7769
C 1.4437 -0.0246 -2.7983
C 0.6238 0.5607 -1.8287
N 0.1280 -0.1706 -0.8056
C 0.9152 -1.2378 -0.3122
C 2.3115 -1.1108 -0.0305
C 3.0440 -2.1749 0.4167
C 2.4546 -3.4610 0.6488
C 3.2538 -4.6318 1.0961
C 1.0860 -3.5714 0.4482
C 0.3011 -2.4873 -0.0105
C -1.2205 -2.6315 -0.1874
O -1.9389 -1.5363 0.2065
C -1.7767 -3.8304 0.7225
F -1.1052 -3.7489 1.9552
F -1.4916 -5.0698 0.2280
F -3.0971 -3.7185 0.9059
C -1.4200 -3.0527 -1.6741
F -0.4587 -3.8923 -2.1502
F -1.4335 -1.9139 -2.4737
F -2.6752 -3.5514 -1.8460
C 0.3201 1.9668 -1.9291
C 0.9973 2.7005 -2.8660
C -0.8911 2.7176 -1.1815
O -1.4628 1.8938 -0.2722
C -0.3783 4.0516 -0.6352
F -1.1230 4.4240 0.4232
F 0.9438 3.8960 -0.2317
F -0.3787 5.0918 -1.5270
C -1.8921 2.9451 -2.3320
F -2.4581 1.7404 -2.6377
F -1.3304 3.4869 -3.4528
F -2.9175 3.7752 -1.9075
H 3.3788 3.5418 -4.3238
H 1.8586 3.5782 -5.3457
H 3.1628 2.2812 -5.5040
H 2.8130 0.2889 -4.4767
H 1.6767 -1.0611 -2.7178
H 2.7804 -0.1300 -0.1975
H 4.1205 -2.0811 0.5176
H 2.6285 -5.4311 1.4537
H 4.0047 -4.4493 1.8817
H 3.7652 -5.0285 0.1693
H 0.6195 -4.5637 0.5185
H 0.8448 3.7964 -2.9063
C -1.4978 1.6047 6.1855
C -1.6218 1.2134 4.7009
C -1.9056 2.2304 3.7828
C -2.0848 1.9102 2.4521
N -2.0669 0.6312 2.0147
C -2.0105 -0.3685 2.9298
C -1.5951 -0.1496 4.2335
H -0.6172 2.2157 6.3675
H -1.5278 0.7438 6.8463
H -2.3868 2.1976 6.4367
H -2.0530 3.2695 4.1361
H -2.3328 2.6860 1.6834
H -2.2564 -1.3212 2.5321
H -1.2627 -0.9840 4.9062
*
```

Atomic partial charges in e from the Mulliken method, atoms 1 to 5:
1 Co 0.3562
2 C -1.3905
3 C 0.5563
4 C -1.4300
5 C -0.0163



In order of appearance, molecular weight = 1024.55; 986.76; 636.42; 754.17; 736.92; 625.47; 735.38; 678.36 g/mol.